<P>
Here is an isolated molecule of C7H11N from the OMol25 dataset. Energies are from ωB97M-V/def2-TZVPD.

Geometry as ORCA input:
```
! RIJCOSX wB97M-V def2-TZVPD def2/J DEFGRID3
* xyz 0 1
C 2.103 1.160 0.055
C 1.244 -0.810 0.011
C 1.219 -2.152 -0.017
C 0.664 1.526 -0.096
C -0.047 0.177 -0.066
C -0.929 -0.056 -1.281
C -0.879 0.071 1.215
N 2.388 -0.073 0.096
H 3.009 1.860 0.013
H 2.121 -2.528 0.218
H 0.314 -2.779 0.138
H 0.287 2.158 0.612
H 0.471 2.075 -1.099
H -1.440 0.869 -1.417
H -1.530 -0.838 -0.912
H -0.334 -0.304 -2.073
H -1.572 0.860 1.398
H -0.350 0.075 2.085
H -1.391 -0.784 1.276
*
```

## Properties
SMILES: C=C1N=CCC1(C)C
Highest occupied orbital energy: -0.3263 hartree
E_LUMO: 0.856 eV

---

<Q>
Here is an isolated molecule of C7H11N from the OMol25 dataset. Energies are from ωB97M-V/def2-TZVPD.

Geometry as ORCA input:
```
! RIJCOSX wB97M-V def2-TZVPD def2/J DEFGRID3
* xyz 0 1
C 2.080 -0.336 -0.951
C 1.678 1.033 -0.370
C 0.830 0.499 0.920
C -0.474 -0.052 0.466
C -1.513 0.797 0.051
N -2.755 0.146 0.135
C -2.423 -1.276 0.374
C -1.044 -1.381 0.712
H 2.999 -0.568 -0.567
H 2.194 -0.111 -2.087
H 1.379 -1.157 -1.152
H 2.573 1.608 -0.319
H 0.983 1.641 -0.972
H 1.388 -0.262 1.348
H 0.828 1.311 1.587
H -1.234 1.716 -0.336
H -3.587 0.553 -0.207
H -3.311 -1.857 0.432
H -0.590 -2.304 0.938
*
```

## Properties
SMILES: CCCc1cc[nH]c1
Highest occupied orbital energy: -0.2910 hartree
E_LUMO: 1.047 eV

---

Preferred: <P>; penalty for the next structure: 0.0057 hartree.

---

<P>
Here is an isolated molecule of C6H10N2O3S from the OMol25 dataset. Energies are from ωB97M-V/def2-TZVPD.

Geometry as ORCA input:
```
! RIJCOSX wB97M-V def2-TZVPD def2/J DEFGRID3
* xyz 0 1
C -0.372 1.572 -0.291
C 0.412 1.763 0.849
C -0.549 0.336 -1.024
C 1.041 0.654 1.397
C 0.546 -0.681 -0.655
C 1.118 -0.485 0.671
N 1.689 -1.665 1.193
N 1.470 -0.725 -1.806
O -2.989 1.074 -0.342
O -2.894 -1.332 -1.016
O -1.738 -0.599 0.966
S -2.114 -0.319 -0.402
H -0.994 2.310 -0.688
H 0.304 2.596 1.480
H -0.562 0.324 -2.028
H 1.535 0.700 2.347
H 0.129 -1.786 -0.589
H 1.679 -1.823 2.182
H 1.348 -2.487 0.816
H 2.450 -0.943 -1.494
H -3.006 1.337 0.619
H 1.497 0.177 -2.186
*
```

## Properties
SMILES: NC1=CC=C[C@H](S(=O)(=O)O)[C@H]1N
Highest occupied orbital energy: -0.2872 hartree
E_LUMO: 0.093 eV

---

<Q>
Here is an isolated molecule of C6H10N2O3S from the OMol25 dataset. Energies are from ωB97M-V/def2-TZVPD.

Geometry as ORCA input:
```
! RIJCOSX wB97M-V def2-TZVPD def2/J DEFGRID3
* xyz 0 1
C 1.010 0.059 0.139
C -0.297 -2.283 2.229
C 0.407 -2.010 1.127
C -1.664 1.352 -1.210
C -0.630 1.865 -0.220
C 1.549 -0.957 1.119
N -1.138 0.083 -1.744
N 0.053 0.838 0.606
O 1.543 0.252 -0.954
O 0.875 -0.615 -3.159
O 0.384 1.773 -2.859
S 0.250 0.387 -2.426
H -1.180 -2.835 2.237
H 0.063 -2.148 3.135
H 0.120 -2.316 0.196
H -2.682 0.930 -0.808
H -1.921 2.146 -1.889
H 0.278 2.210 -0.699
H -1.093 2.615 0.530
H 2.404 -1.410 0.844
H 1.759 -0.639 2.198
H -0.088 0.701 1.607
*
```

## Properties
Highest occupied orbital energy: -0.3492 hartree
E_LUMO: 0.289 eV

---

<R>
Here is a cluster of 2 separate species, C6H10N2O3S in total from the OMol25 dataset. Energies are from ωB97M-V/def2-TZVPD.

Geometry as ORCA input:
```
! RIJCOSX wB97M-V def2-TZVPD def2/J DEFGRID3
* xyz 0 1
C 2.739 -0.559 -1.090
C 1.014 1.867 -0.151
C 3.470 -0.271 0.192
C 0.995 -0.300 0.221
C -1.291 -0.225 -0.572
C -2.547 0.379 0.084
N 1.465 -0.621 -1.002
N -0.357 -0.527 0.505
O -0.004 2.444 0.310
O 2.041 2.138 -0.738
O -2.074 1.122 1.225
S 2.235 -0.441 1.551
H 3.175 -0.646 -1.994
H 4.290 -0.993 0.313
H 3.867 0.715 0.362
H -0.844 0.449 -1.176
H -1.664 -1.108 -1.292
H -3.201 0.887 -0.695
H -3.282 -0.290 0.567
H -0.456 -1.376 1.007
H -0.895 1.933 0.554
H -1.273 0.701 1.551
*
```

## Properties
Highest occupied orbital energy (spin up / spin down): -0.2674 / -0.2674 hartree
E_LUMO (spin up / spin down): 0.602 / 0.602 eV

---

Preferred: <P>; penalty for the next structure: 0.0350 hartree.

---

<P>
Here is an isolated molecule of C6H7P from the OMol25 dataset. Energies are from ωB97M-V/def2-TZVPD.

Geometry as ORCA input:
```
! RIJCOSX wB97M-V def2-TZVPD def2/J DEFGRID3
* xyz 0 1
C 1.641 -0.186 0.808
C 1.897 0.636 -0.335
C 0.589 -1.004 0.590
C 1.047 0.452 -1.383
C -2.151 0.161 0.647
C -1.674 -0.276 -0.598
P -0.001 -0.985 -1.058
H 2.253 -0.209 1.641
H 2.802 1.343 -0.351
H -0.035 -1.509 1.291
H 0.873 1.116 -2.257
H -3.162 0.583 0.713
H -1.564 0.036 1.565
H -2.515 -0.158 -1.272
*
```

## Properties
SMILES: C=CP1=CC=CC=1
Highest occupied orbital energy: -0.3170 hartree
E_LUMO: 0.415 eV

---

<Q>
Here is an isolated molecule of C6H7P from the OMol25 dataset. Energies are from ωB97M-V/def2-TZVPD.

Geometry as ORCA input:
```
! RIJCOSX wB97M-V def2-TZVPD def2/J DEFGRID3
* xyz 0 1
C 1.705 -0.856 0.977
C 1.452 0.431 1.591
C 1.143 -1.015 -0.245
C 0.733 1.210 0.744
C -2.504 0.447 -1.266
C -1.351 -0.134 -1.187
P 0.423 0.469 -0.884
H 2.381 -1.563 1.447
H 2.000 0.769 2.475
H 1.087 -1.983 -0.750
H 0.205 2.142 1.064
H -3.510 -0.125 -1.455
H -2.590 1.531 -1.280
H -1.172 -1.323 -1.230
*
```

## Properties
SMILES: C=CP1=CC=CC=1
Highest occupied orbital energy: -0.3176 hartree
E_LUMO: 0.357 eV

---

Preferred: <P>; penalty for the next structure: 0.0029 hartree.

---

<P>
Here is a structure of composition C4H6N from the OMol25 dataset. Energies are from ωB97M-V/def2-TZVPD.

Geometry as ORCA input:
```
! RIJCOSX wB97M-V def2-TZVPD def2/J DEFGRID3
* xyz 1 1
C -1.281 -0.677 -0.427
C 0.029 -1.360 -0.295
C -0.728 -0.841 0.977
C -0.058 0.055 0.076
N 1.085 1.609 -0.226
H -2.214 -0.473 -0.941
H 0.584 -2.182 -0.526
H -1.040 -1.017 1.874
H 0.695 2.231 0.377
H 1.113 1.528 -1.198
H 1.815 1.127 0.308
*
```

## Properties
Highest occupied orbital energy: -0.5059 hartree
E_LUMO: -5.794 eV

---

<Q>
Here is a structure of composition C4H6N from the OMol25 dataset. Energies are from ωB97M-V/def2-TZVPD.

Geometry as ORCA input:
```
! RIJCOSX wB97M-V def2-TZVPD def2/J DEFGRID3
* xyz 1 1
C -1.294 -0.882 -0.023
C -0.100 -1.406 0.428
C 0.391 0.181 -0.032
C -0.922 0.980 -0.472
N -2.014 -0.015 -0.431
H -0.018 -1.582 1.498
H 0.384 -2.179 -0.161
H 0.876 0.634 0.827
H 1.079 0.067 -0.864
H -1.171 1.781 0.227
H -0.844 1.375 -1.487
*
```

## Properties
Highest occupied orbital energy: -0.6417 hartree
E_LUMO: -5.654 eV

---

Preferred: <Q>; penalty for the next structure: 0.1631 hartree.

---

<P>
Here is the ion C4H9NO2 with charge -2 from the OMol25 dataset. Energies are from ωB97M-V/def2-TZVPD.

Geometry as ORCA input:
```
! RIJCOSX wB97M-V def2-TZVPD def2/J DEFGRID3
* xyz -2 1
C 0.366 -1.072 -1.420
O 0.110 -0.902 -2.752
C 0.056 0.182 -0.531
C 0.288 0.002 0.946
C -1.033 0.144 1.794
O -0.852 0.420 3.123
N 0.920 1.315 -1.044
H 1.429 -1.388 -1.334
H -0.243 -1.896 -0.940
H -0.937 0.475 -0.905
H 0.961 0.746 1.380
H 0.790 -0.960 1.104
H -1.684 0.861 1.237
H -1.650 -0.818 1.844
H 1.822 1.074 -0.636
H 0.961 1.210 -2.057
*
```

## Properties
SMILES: N[C@@H](C[O-])CC[O-]
Highest occupied orbital energy: 0.0359 hartree
E_LUMO: 7.328 eV

---

<Q>
Here is the ion C4H9NO2 with charge -2 from the OMol25 dataset. Energies are from ωB97M-V/def2-TZVPD.

Geometry as ORCA input:
```
! RIJCOSX wB97M-V def2-TZVPD def2/J DEFGRID3
* xyz -2 1
C -1.193 1.133 -0.432
O -1.175 2.280 -1.180
C 0.107 0.294 -0.539
C 0.215 -0.800 0.530
C 1.157 -0.543 1.720
O 1.399 -1.632 2.505
N 0.115 -0.353 -1.877
H -2.007 0.447 -0.808
H -1.435 1.284 0.649
H 0.919 1.023 -0.610
H 0.537 -1.735 0.065
H -0.793 -0.990 0.916
H 2.116 -0.137 1.287
H 0.754 0.338 2.257
H -0.681 -0.982 -1.911
H -0.035 0.372 -2.572
*
```

## Properties
SMILES: N[C@@H](C[O-])CC[O-]
Highest occupied orbital energy: 0.0321 hartree
E_LUMO: 7.316 eV

---

Preferred: <Q>; penalty for the next structure: 0.0091 hartree.

---

<P>
Here is an isolated molecule of C11H22O2 from the OMol25 dataset. Energies are from ωB97M-V/def2-TZVPD.

Geometry as ORCA input:
```
! RIJCOSX wB97M-V def2-TZVPD def2/J DEFGRID3
* xyz 0 1
C -0.426 1.919 4.145
C -0.713 1.894 2.631
C 0.340 1.127 1.831
C 0.178 1.266 0.320
C 1.132 0.359 -0.485
C 0.499 -0.156 -1.768
O 1.549 -0.612 -2.667
C 2.041 0.272 -3.531
O 3.004 0.059 -4.216
C -0.517 -1.320 -1.678
C -1.799 -0.949 -2.438
C -0.835 -1.833 -0.268
C 0.291 -2.682 0.367
H -0.471 2.933 4.547
H -1.143 1.316 4.709
H 0.571 1.526 4.367
H -0.753 2.920 2.250
H -1.693 1.442 2.452
H 0.315 0.066 2.118
H 1.336 1.494 2.115
H 0.391 2.308 0.055
H -0.865 1.088 0.035
H 1.510 -0.459 0.130
H 2.007 0.953 -0.772
H 0.008 0.699 -2.254
H 1.555 1.261 -3.494
H -0.055 -2.159 -2.211
H -1.557 -0.598 -3.447
H -2.342 -0.152 -1.916
H -2.458 -1.815 -2.530
H -1.132 -1.017 0.397
H -1.727 -2.464 -0.361
H 0.595 -2.291 1.343
H -0.019 -3.720 0.491
H 1.184 -2.676 -0.266
*
```

## Properties
SMILES: CCCCC[C@@H](OC=O)[C@H](C)CC
Highest occupied orbital energy: -0.3827 hartree
E_LUMO: 0.837 eV

---

<Q>
Here is an isolated molecule of C11H22O2 from the OMol25 dataset. Energies are from ωB97M-V/def2-TZVPD.

Geometry as ORCA input:
```
! RIJCOSX wB97M-V def2-TZVPD def2/J DEFGRID3
* xyz 0 1
C 3.995 0.641 -2.037
H 5.019 0.546 -1.681
C 3.060 -0.215 -1.190
C 1.614 -0.206 -1.691
C 0.889 1.127 -1.488
C 0.562 1.451 -0.022
C -0.900 1.225 0.369
H -1.554 1.777 -0.308
H -1.044 1.635 1.371
C -1.325 -0.247 0.388
C -1.672 -0.777 -0.982
O -1.327 -1.845 -1.416
O -2.486 0.036 -1.671
H -2.718 -0.372 -2.519
H -0.513 -0.867 0.776
C -2.582 -0.465 1.256
C -2.302 -0.457 2.759
C -1.570 -1.706 3.234
H -2.135 -2.599 2.977
H -1.442 -1.680 4.314
H -0.586 -1.784 2.780
H -3.259 -0.390 3.282
H -1.722 0.428 3.027
H -3.030 -1.428 0.996
H -3.305 0.316 1.010
H 1.198 0.858 0.638
H 0.791 2.502 0.170
H -0.038 1.113 -2.064
H 1.505 1.924 -1.906
H 1.060 -1.001 -1.192
H 1.619 -0.439 -2.759
H 3.421 -1.246 -1.204
H 3.099 0.130 -0.154
H 3.718 1.691 -1.988
H 3.962 0.324 -3.077
*
```

## Properties
SMILES: CCCCCC[C@@H](CCC)C(=O)O
Highest occupied orbital energy: -0.3736 hartree
E_LUMO: 0.810 eV

---

Preferred: <Q>; penalty for the next structure: 0.0357 hartree.